## P
Below is a 2-piece molecular cluster, C3H4O overall, with properties calculated with ωB97M-V/def2-TZVPD.

Structure (ORCA input):
```
! wB97M-V def2-TZVPD RIJCOSX def2/J DEFGRID3
* xyz 0 1
C -2.72 0.29 -0.01
C -1.74 -0.36 0.18
C 1.62 -0.12 -0.04
O 0.75 -1.12 0.01
H -3.64 0.80 -0.10
H 1.32 0.75 0.58
H 1.85 0.22 -1.06
H 2.56 -0.46 0.45
*
```

The LUMO energy (alpha / beta) comes out at -3.750 / -3.707 eV. As for the gap between HOMO and LUMO (alpha / beta): 6.6 / 6.7 eV.

Results of the Löwdin charge analysis, in e, for atoms 1 through 2:
1 C -0.09
2 C 0.04

=====

## Q
Below is a 2-piece molecular cluster, C3H4O overall, with properties calculated with ωB97M-V/def2-TZVPD.

Structure (ORCA input):
```
! wB97M-V def2-TZVPD RIJCOSX def2/J DEFGRID3
* xyz 0 1
C 0.01 -0.28 0.19
C -0.21 0.09 1.38
C 0.04 -0.25 -1.20
O 1.17 -0.54 -0.55
H 0.56 0.02 2.22
H -1.24 0.34 1.59
H -0.23 -0.93 -2.03
H -0.10 1.55 -1.60
*
```

The LUMO energy comes out at 0.238 eV. As for the gap between HOMO and LUMO: 9.8 eV.

Results of the Löwdin charge analysis, in e, for atoms 1 through 2:
1 C -0.38
2 C 0.05

=====

## R
Below is a 2-piece molecular cluster, C3H4O overall, with properties calculated with ωB97M-V/def2-TZVPD.

Structure (ORCA input):
```
! wB97M-V def2-TZVPD RIJCOSX def2/J DEFGRID3
* xyz 0 1
C -1.22 1.14 0.35
C -2.17 0.28 -0.28
C -0.91 -0.17 -0.16
H -3.26 -0.02 -0.39
H -0.17 -0.99 -0.29
O 2.29 0.22 -0.14
H 2.18 0.18 0.80
H 1.61 -0.35 -0.60
*
```

As for the SMILES: C1=CC=1.O. The LUMO energy comes out at 0.658 eV. As for the gap between HOMO and LUMO: 10.0 eV.

Results of the Löwdin charge analysis, in e, for atoms 1 through 2:
1 C 0.03
2 C -0.11

=====

Verdict on stability: R comes out on top.

=====

## P
Below is a 2-piece molecular cluster, C2H6N2OS overall, with properties calculated with ωB97M-V/def2-TZVPD.

Structure (ORCA input):
```
! wB97M-V def2-TZVPD RIJCOSX def2/J DEFGRID3
* xyz 0 1
C -0.10 1.16 0.22
C 1.39 -0.75 0.73
N -1.59 0.05 -1.36
N -0.88 1.20 -0.93
O -0.43 0.39 -2.06
S 0.43 -2.19 0.67
H 0.46 2.06 0.54
H -0.43 0.64 1.09
H 2.09 -0.75 -0.16
H 1.68 -0.23 1.63
H -2.37 0.10 -2.10
H -0.27 -1.68 1.72
*
```

The LUMO energy (alpha / beta) comes out at 0.040 / 0.231 eV. As for the gap between HOMO and LUMO (alpha / beta): 7.6 / 8.2 eV.

Results of the Löwdin charge analysis, in e, for atoms 1 through 2:
1 C -0.05
2 C -0.50

=====

## Q
Below is one molecule with the formula C2H6N2OS, with properties calculated with ωB97M-V/def2-TZVPD.

Structure (ORCA input):
```
! wB97M-V def2-TZVPD RIJCOSX def2/J DEFGRID3
* xyz 0 1
N -2.30 -0.56 -0.13
N -0.94 -1.04 -0.16
C 0.06 -0.20 0.16
S -0.24 1.39 0.09
C 1.32 -0.82 0.41
O 2.32 -0.17 -0.50
H -2.22 0.34 0.53
H -2.50 -0.15 -1.05
H -0.70 -2.00 0.16
H 1.32 -2.06 0.39
H 1.55 -0.57 1.57
H 2.24 0.85 -0.49
*
```

As for the SMILES: NNC(=S)CO. The LUMO energy comes out at 0.460 eV. As for the gap between HOMO and LUMO: 9.4 eV.

Results of the Löwdin charge analysis, in e, for atoms 1 through 2:
1 N -0.02
2 N -0.11

=====

Verdict on stability: Q comes out on top.

=====

## P
Below is C2H6N2OS as an isolated structure, with properties calculated with ωB97M-V/def2-TZVPD.

Structure (ORCA input):
```
! wB97M-V def2-TZVPD RIJCOSX def2/J DEFGRID3
* xyz 0 1
C -0.53 1.61 -0.83
C -0.18 -0.33 0.36
H -0.05 2.31 0.21
H -0.21 2.09 -1.81
H -1.66 1.71 -0.92
H -1.53 -0.47 1.95
H 0.20 -2.33 1.07
H 2.26 -2.48 -0.79
N -1.29 0.00 0.95
N 0.54 -1.51 0.46
O 0.26 0.44 -0.75
S 2.19 -1.02 0.09
*
```

The LUMO energy comes out at -0.183 eV. As for the gap between HOMO and LUMO: 8.6 eV.

Results of the Löwdin charge analysis, in e, for atoms 1 through 2:
1 C -0.16
2 C -0.66

=====

## Q
Below is C2H6N2OS as an isolated structure, with properties calculated with ωB97M-V/def2-TZVPD.

Structure (ORCA input):
```
! wB97M-V def2-TZVPD RIJCOSX def2/J DEFGRID3
* xyz 0 1
C 0.34 1.95 -0.06
C 0.58 0.39 0.45
H -0.25 2.06 -1.33
H 1.27 2.43 -0.27
H -0.28 2.70 0.80
H -0.58 -0.58 1.81
H -2.25 1.04 -0.13
H 1.22 -1.85 -0.30
N -0.45 -0.69 0.67
N 1.75 0.13 -0.08
O 2.17 -1.14 -0.32
S -1.95 -0.42 -0.28
*
```

The LUMO energy comes out at 0.245 eV. As for the gap between HOMO and LUMO: 9.8 eV.

Results of the Löwdin charge analysis, in e, for atoms 1 through 2:
1 C -0.12
2 C -0.43

=====

## R
Below is one molecule with the formula C2H6N2OS, with properties calculated with ωB97M-V/def2-TZVPD.

Structure (ORCA input):
```
! wB97M-V def2-TZVPD RIJCOSX def2/J DEFGRID3
* xyz 0 1
C -2.25 -0.10 -0.04
S -0.65 -0.93 -0.12
C 0.33 0.69 -0.12
O -0.47 1.56 0.14
N 1.69 0.67 -0.30
N 2.39 -0.71 0.20
H -2.57 0.27 1.10
H -2.66 -1.12 -0.19
H -2.54 0.84 -0.76
H 2.30 1.40 -0.38
H 1.84 -0.95 1.10
H 2.58 -1.64 -0.63
*
```

As for the SMILES: CSC(=O)NN. The LUMO energy comes out at 0.343 eV. As for the gap between HOMO and LUMO: 9.4 eV.

Results of the Löwdin charge analysis, in e, for atoms 1 through 2:
1 C -0.48
2 S 0.80

=====

## S
Below is one molecule with the formula C2H6N2OS, with properties calculated with ωB97M-V/def2-TZVPD.

Structure (ORCA input):
```
! wB97M-V def2-TZVPD RIJCOSX def2/J DEFGRID3
* xyz 0 1
H 0.25 2.27 0.11
N -0.61 1.48 -0.15
C -0.39 0.29 -0.02
N -1.50 -0.68 0.05
O -2.85 -0.14 -0.01
S 1.18 -0.80 -0.15
C 2.68 0.46 0.15
H -1.19 -1.17 0.99
H -2.70 0.79 0.38
H 3.19 0.95 -0.79
H 1.99 1.15 0.83
H 3.41 -0.18 0.86
*
```

As for the SMILES: [H]/N=C(/NO)SC. The LUMO energy comes out at 0.507 eV. As for the gap between HOMO and LUMO: 9.9 eV.

Results of the Löwdin charge analysis, in e, for atoms 1 through 2:
1 H 0.16
2 N 0.06

=====

Verdict on stability: R comes out on top.

=====

## P
Below is an isolated ion of composition C2H3N2O2 and charge -1, with properties calculated with ωB97M-V/def2-TZVPD.

Structure (ORCA input):
```
! wB97M-V def2-TZVPD RIJCOSX def2/J DEFGRID3
* xyz -1 1
C -0.39 0.37 0.13
C 0.88 -0.17 -0.12
N 2.04 0.67 -0.08
N 3.16 0.01 0.00
O 4.21 0.70 0.05
O 3.24 -1.21 0.01
H -1.30 -0.11 -0.06
H -0.53 1.34 0.09
H 1.24 -1.20 -0.25
*
```

As for the SMILES: C=CN=[N+]([O-])[O-]. The LUMO energy comes out at 4.439 eV. As for the gap between HOMO and LUMO: 8.0 eV.

Results of the Löwdin charge analysis, in e, for atoms 1 through 2:
1 C -0.04
2 C -0.19

=====

## Q
Below is C2H3N2O2 as an isolated structure, with properties calculated with ωB97M-V/def2-TZVPD.

Structure (ORCA input):
```
! wB97M-V def2-TZVPD RIJCOSX def2/J DEFGRID3
* xyz -1 1
C 2.24 0.07 0.01
C -1.70 -0.09 -0.09
N 0.46 0.15 0.64
N -0.23 -0.03 -0.37
O 2.56 -1.09 0.12
O 2.64 1.16 -0.38
H -2.08 0.91 -0.47
H -1.79 -0.04 0.92
H -2.08 -1.04 -0.38
*
```

The LUMO energy comes out at 4.273 eV. As for the gap between HOMO and LUMO: 7.1 eV.

Results of the Löwdin charge analysis, in e, for atoms 1 through 2:
1 C -0.68
2 C -0.18

=====

## R
Below is a 2-piece molecular cluster, C2H3N2O2 overall, with properties calculated with ωB97M-V/def2-TZVPD.

Structure (ORCA input):
```
! wB97M-V def2-TZVPD RIJCOSX def2/J DEFGRID3
* xyz -1 1
C -2.04 0.34 1.70
C 1.36 -0.20 -1.29
N 0.05 -0.45 0.77
N 0.04 0.11 -0.26
O -1.87 1.51 1.81
O -2.61 -0.67 1.85
H 2.14 -0.52 -0.66
H 1.58 0.77 -1.73
H 1.35 -0.89 -2.20
*
```

The LUMO energy comes out at 3.994 eV. As for the gap between HOMO and LUMO: 5.2 eV.

Results of the Löwdin charge analysis, in e, for atoms 1 through 2:
1 C -0.55
2 C -0.22

=====

## S
Below is a 2-piece molecular cluster, C2H3N2O2 overall, with properties calculated with ωB97M-V/def2-TZVPD.

Structure (ORCA input):
```
! wB97M-V def2-TZVPD RIJCOSX def2/J DEFGRID3
* xyz -1 1
C 0.91 1.20 0.84
C 1.31 0.39 -0.28
N 0.84 0.64 2.03
N -1.24 2.07 2.29
O -1.71 2.25 1.15
O 1.62 -0.80 -0.34
H 0.90 2.31 0.77
H 1.62 0.89 -1.25
H 0.83 1.20 2.85
*
```

The LUMO energy (alpha / beta) comes out at 4.182 / 4.411 eV. As for the gap between HOMO and LUMO (alpha / beta): 5.6 / 8.0 eV.

Results of the Löwdin charge analysis, in e, for atoms 1 through 2:
1 C -0.35
2 C -0.40

=====

Verdict on stability: Q comes out on top.

=====

## P
Below is C47H36GeN3O2PtS2 as an isolated structure, with properties calculated with ωB97M-V/def2-TZVPD.

Structure (ORCA input):
```
! wB97M-V def2-TZVPD RIJCOSX def2/J DEFGRID3
* xyz 0 2
Pt 0.09 -0.12 -0.09
C -1.31 -6.15 -4.64
C -1.31 -5.38 -3.35
C -0.14 -4.84 -2.84
C -0.14 -4.11 -1.66
C -1.34 -3.90 -1.00
C -2.53 -4.46 -1.47
C -2.50 -5.20 -2.64
S -1.35 -2.83 0.40
O 0.02 -2.78 0.86
O -2.39 -3.28 1.29
N -1.65 -1.34 -0.17
C -2.89 -0.73 -0.25
C -4.12 -1.34 -0.31
C -5.30 -0.57 -0.42
C -5.29 0.79 -0.44
C -4.05 1.45 -0.33
C -3.93 2.86 -0.26
C -2.72 3.44 -0.07
C -1.57 2.61 0.01
N -1.64 1.32 -0.09
C -2.86 0.70 -0.25
H -0.32 -6.16 -5.09
H -2.00 -5.71 -5.36
H -1.63 -7.19 -4.49
H 0.80 -4.98 -3.37
H 0.77 -3.68 -1.27
H -3.44 -4.33 -0.91
H -3.42 -5.64 -3.01
H -4.18 -2.41 -0.25
H -6.25 -1.09 -0.48
H -6.20 1.36 -0.52
H -4.83 3.47 -0.33
H -2.61 4.51 0.01
H -0.58 3.03 0.15
S 1.67 -0.07 4.21
C -0.02 -0.38 4.44
C -0.71 -0.62 5.63
C -2.07 -0.84 5.56
C -2.73 -0.81 4.33
C -2.05 -0.57 3.15
C -0.68 -0.34 3.21
N 0.17 -0.08 2.14
C 1.40 0.07 2.51
C 2.43 0.40 1.52
C 3.76 0.58 1.90
C 4.70 0.98 0.97
C 4.29 1.21 -0.34
C 2.97 1.01 -0.72
C 1.99 0.58 0.18
H -0.18 -0.65 6.58
H -2.62 -1.04 6.47
H -3.80 -1.00 4.29
H -2.57 -0.57 2.20
H 4.05 0.41 2.93
H 5.73 1.12 1.26
H 5.01 1.55 -1.08
H 2.71 1.21 -1.74
C -4.20 -0.30 -4.41
C -3.59 -1.42 -3.85
C -2.31 -1.32 -3.32
C -1.61 -0.11 -3.34
C -2.23 1.00 -3.93
C -3.52 0.90 -4.46
Ge 0.17 0.00 -2.52
C 1.22 -1.42 -3.38
C 2.29 -2.04 -2.75
C 3.04 -3.02 -3.40
C 2.72 -3.39 -4.70
C 1.65 -2.78 -5.34
C 0.90 -1.81 -4.69
C 0.91 1.68 -3.24
C 0.43 2.93 -2.84
C 0.94 4.11 -3.36
C 1.95 4.07 -4.32
C 2.43 2.84 -4.75
C 1.91 1.66 -4.22
H -5.21 -0.38 -4.82
H -4.11 -2.37 -3.82
H -1.84 -2.19 -2.89
H -1.72 1.95 -3.99
H -3.98 1.77 -4.91
H 2.54 -1.77 -1.72
H 3.87 -3.50 -2.89
H 3.30 -4.15 -5.21
H 1.39 -3.07 -6.36
H 0.06 -1.35 -5.20
H -0.36 2.99 -2.10
H 0.55 5.07 -3.03
H 2.35 4.99 -4.73
H 3.21 2.80 -5.50
H 2.30 0.71 -4.56
*
```

The LUMO energy (alpha / beta) comes out at -0.160 / -0.874 eV. Its expectation value of S² is 0.755. As for the gap between HOMO and LUMO (alpha / beta): 7.5 / 6.9 eV.

Results of the Löwdin charge analysis, in e, for atoms 1 through 2:
1 Pt 1.14
2 C -0.04

=====

## Q
Below is C47H36GeN3O2PtS2 as an isolated structure, with properties calculated with ωB97M-V/def2-TZVPD.

Structure (ORCA input):
```
! wB97M-V def2-TZVPD RIJCOSX def2/J DEFGRID3
* xyz 0 2
Pt -0.74 0.91 0.87
C 5.58 -0.78 -3.01
C 4.79 -0.42 -1.77
C 4.00 0.72 -1.72
C 3.24 1.02 -0.60
C 3.28 0.16 0.49
C 4.09 -0.97 0.48
C 4.84 -1.25 -0.64
S 2.16 0.45 1.81
O 1.77 1.83 1.69
O 2.77 -0.02 3.02
N 0.82 -0.40 1.44
C 0.51 -1.68 1.87
C 1.38 -2.65 2.29
C 0.92 -3.94 2.66
C -0.40 -4.26 2.63
C -1.34 -3.28 2.25
C -2.73 -3.48 2.29
C -3.57 -2.46 2.00
C -3.04 -1.21 1.62
N -1.77 -1.00 1.53
C -0.89 -2.00 1.86
H 5.39 -0.06 -3.81
H 5.30 -1.77 -3.37
H 6.65 -0.79 -2.81
H 3.96 1.38 -2.58
H 2.61 1.90 -0.57
H 4.14 -1.61 1.36
H 5.47 -2.14 -0.66
H 2.43 -2.41 2.36
H 1.63 -4.69 2.98
H -0.75 -5.25 2.92
H -3.12 -4.46 2.57
H -4.65 -2.60 2.05
H -3.67 -0.37 1.38
S -1.47 3.90 4.25
C -0.89 2.52 5.12
C -0.66 2.38 6.49
C -0.20 1.16 6.95
C 0.02 0.10 6.06
C -0.23 0.24 4.70
C -0.69 1.47 4.23
N -1.00 1.79 2.90
C -1.40 3.01 2.77
C -1.85 3.50 1.47
C -2.31 4.81 1.31
C -2.83 5.22 0.10
C -2.90 4.30 -0.94
C -2.42 3.01 -0.79
C -1.85 2.56 0.40
H -0.83 3.21 7.17
H -0.01 1.03 8.00
H 0.39 -0.84 6.43
H -0.04 -0.58 4.02
H -2.26 5.51 2.14
H -3.18 6.24 -0.04
H -3.33 4.60 -1.90
H -2.50 2.34 -1.63
C 1.22 -4.29 -1.63
C 2.00 -3.20 -1.28
C 1.44 -1.92 -1.25
C 0.10 -1.71 -1.57
C -0.67 -2.82 -1.94
C -0.12 -4.10 -1.96
Ge -0.64 0.11 -1.43
C 0.50 1.18 -2.61
C 0.68 2.55 -2.43
C 1.46 3.29 -3.32
C 2.07 2.67 -4.40
C 1.91 1.30 -4.59
C 1.13 0.56 -3.70
C -2.38 0.00 -2.36
C -3.45 -0.73 -1.84
C -4.67 -0.82 -2.50
C -4.84 -0.17 -3.72
C -3.78 0.55 -4.27
C -2.57 0.63 -3.59
H 1.64 -5.29 -1.64
H 3.05 -3.33 -1.03
H 2.07 -1.08 -0.99
H -1.71 -2.69 -2.22
H -0.73 -4.95 -2.25
H 0.22 3.05 -1.58
H 1.59 4.36 -3.16
H 2.66 3.25 -5.10
H 2.39 0.80 -5.43
H 1.02 -0.51 -3.84
H -3.33 -1.25 -0.89
H -5.48 -1.39 -2.08
H -5.78 -0.23 -4.25
H -3.90 1.05 -5.22
H -1.75 1.20 -4.04
*
```

The LUMO energy (alpha / beta) comes out at -0.123 / -0.883 eV. Its expectation value of S² is 0.755. As for the gap between HOMO and LUMO (alpha / beta): 7.6 / 6.9 eV.

Results of the Löwdin charge analysis, in e, for atoms 1 through 2:
1 Pt 1.14
2 C -0.04

=====

Verdict on stability: P comes out on top.